Formula: C34H39IrN5O3P2S
Source: the Open Molecules 2025 dataset
Level of theory: ωB97M-V/def2-TZVPD

```
85
Properties=species:S:1:pos:R:3:forces:R:3:lowdin_charge:R:1
Ir -0.594149 -0.652291 0.181650 -1.98 -0.36 2.26 0.863
C 1.590608 -0.059843 -3.779842 0.72 0.22 -0.05 -0.077
C 1.853143 1.047545 -3.081784 0.74 -0.40 -0.60 -0.142
C 1.677878 2.456856 -3.590320 -0.02 0.25 -0.07 -0.166
C 0.336372 2.756336 -4.319945 -0.22 0.70 -0.28 -0.164
C -0.859916 2.007296 -3.774750 -0.36 -0.10 -0.58 -0.131
C -1.124709 0.709602 -3.947513 -0.29 0.85 -0.80 -0.102
C -0.544774 -0.182596 -5.003394 0.02 -0.70 0.06 -0.157
C 0.969780 -0.049562 -5.138283 0.20 -0.07 -0.36 -0.164
C -2.454923 -1.126144 1.011911 -0.64 -0.16 0.39 -0.306
H 1.927139 -1.032031 -3.420922 -0.24 0.42 0.09 0.074
H 2.445524 0.920442 -2.177817 -0.09 -0.01 -0.42 0.057
H 2.492911 2.696580 -4.295896 -0.22 -0.13 0.27 0.135
H 1.794845 3.188176 -2.775748 0.03 -0.27 -0.09 0.102
H 0.114203 3.826463 -4.184316 0.21 -0.27 -0.18 0.118
H 0.482255 2.624202 -5.403856 -0.31 -0.06 0.45 0.116
H -1.595284 2.655385 -3.272676 0.37 -0.47 0.30 0.100
H -1.947218 0.259108 -3.410680 -0.19 0.15 -0.22 0.055
H -1.033289 -0.001134 -5.983071 0.11 0.00 0.55 0.138
H -0.787215 -1.221090 -4.718153 0.12 0.24 -0.24 0.117
H 1.356098 -0.886499 -5.735030 -0.09 0.19 0.14 0.128
H 1.233142 0.866898 -5.677524 -0.03 -0.33 0.09 0.106
H -2.390694 -2.216983 1.207149 -0.27 0.68 -0.33 0.023
H -3.365312 -0.884158 0.440432 0.24 -0.09 0.30 -0.008
H -2.512427 -0.644407 2.013639 -0.13 -0.37 -0.83 0.005
P -1.452336 1.294902 -0.286068 -0.35 -0.26 1.02 0.903
P 1.509727 0.053714 0.113315 2.31 -2.19 1.01 0.929
N -2.906380 1.083797 -1.408535 -0.11 0.00 0.02 -0.153
N -2.230289 2.275329 0.955264 0.23 -1.09 -1.18 -0.222
N 2.226040 -1.353050 -0.822430 -0.13 1.47 0.00 -0.197
N 2.631663 -0.067093 1.460754 -0.66 0.62 0.08 -0.224
C 0.006251 2.287805 -0.791366 0.00 0.67 -0.56 -0.330
C 1.384501 1.838212 -0.203335 0.04 0.89 -0.46 -0.316
C -3.271695 -0.187122 -1.884955 0.87 1.38 0.53 -0.088
C -4.351765 -0.067931 -2.759887 -1.12 2.20 -0.38 0.036
C -4.703724 1.316614 -2.795604 0.00 -2.31 -0.50 0.041
C -3.830028 1.990543 -1.937168 1.23 -0.81 0.80 0.015
C -3.405535 1.908307 1.628111 -0.18 0.92 0.55 -0.130
C -3.850885 2.999512 2.355723 0.75 -0.85 -0.89 -0.043
C -2.956068 4.085273 2.101805 0.85 -0.84 -0.68 -0.048
C -1.968792 3.618319 1.249085 -0.60 0.45 0.52 -0.120
C 1.265671 -2.235904 -1.311891 0.53 -0.51 -0.95 -0.205
C 1.855374 -3.102791 -2.226919 -0.32 0.85 1.05 -0.066
C 3.243737 -2.764833 -2.285202 -0.46 1.08 0.90 -0.051
C 3.441323 -1.679743 -1.430258 -0.22 -0.56 -0.53 -0.108
C 4.031983 -0.180019 1.477543 -0.04 0.03 0.32 -0.101
C 4.472750 -0.064079 2.784584 -0.57 -0.14 -0.70 -0.059
C 3.322536 0.145475 3.611238 -0.78 -0.07 -1.03 -0.069
C 2.212385 0.172669 2.775470 0.96 -0.14 0.19 -0.151
H -0.144921 3.354115 -0.588519 0.14 -0.25 -0.12 0.083
H 0.005365 2.183800 -1.879656 0.18 -0.11 0.30 0.022
H 2.191393 2.135394 -0.878061 -0.26 0.46 0.24 0.072
H 1.554743 2.366453 0.751664 0.04 -0.58 -0.10 0.112
H -2.724134 -1.070813 -1.587573 0.03 0.17 -0.03 0.101
H -4.806073 -0.883113 -3.306337 -0.03 0.13 0.10 0.137
H -5.488543 1.755022 -3.398959 0.08 0.03 0.22 0.134
H -3.819770 3.029064 -1.639390 0.07 0.03 -0.04 0.150
H -3.789402 0.904094 1.570064 -0.03 0.18 -0.01 0.084
H -4.691598 2.993509 3.023891 -0.15 0.05 0.00 0.110
H -3.012404 5.071755 2.526516 0.07 0.06 -0.01 0.109
H -1.077926 4.091182 0.864119 -0.29 0.13 0.18 0.095
H 0.223628 -2.170715 -0.969400 0.26 -0.44 -0.40 0.045
H 1.343509 -3.870087 -2.782499 0.04 -0.11 0.10 0.111
H 3.987680 -3.247679 -2.903235 0.01 0.06 0.22 0.116
H 4.356099 -1.162238 -1.171737 -0.26 -0.10 -0.27 0.102
H 4.575497 -0.332660 0.548988 -0.11 0.08 0.55 0.090
H 5.501328 -0.136498 3.126848 -0.29 0.03 -0.21 0.112
H 3.300673 0.222912 4.687772 0.01 0.14 -0.10 0.107
H 1.166205 0.335465 2.975077 -0.03 -0.05 0.15 0.105
O -2.770587 -3.697644 5.049961 0.52 1.00 -0.80 -0.221
S -1.951974 -2.516675 4.920946 1.20 -0.77 1.55 0.677
O -2.343493 -1.337268 5.654533 0.14 -0.43 -1.17 -0.231
N -1.573446 -2.188393 3.352244 -4.36 0.63 0.08 0.037
C -0.297296 -2.265313 2.993769 4.68 -1.19 1.72 -0.431
O 0.173751 -1.960753 1.835172 -0.47 -0.49 0.10 -0.109
C 0.538089 -2.744240 4.126281 -3.33 1.57 -3.01 -0.106
C 1.911325 -2.993045 4.183331 3.63 -0.74 1.14 0.036
C 2.471308 -3.308809 5.428084 0.05 0.20 -1.03 -0.013
C 1.656699 -3.440344 6.572684 2.70 -0.39 0.27 -0.001
C 0.274825 -3.244557 6.491589 -2.52 0.74 -1.59 0.062
C -0.243810 -2.889951 5.254288 -1.24 -0.64 2.71 -0.206
H 2.490609 -2.918469 3.262512 0.06 -0.08 0.40 0.135
H 3.555956 -3.461542 5.502906 -0.61 0.01 0.02 0.130
H 2.110099 -3.694744 7.525446 -0.06 0.01 -0.16 0.129
H -0.393840 -3.333272 7.344145 0.23 -0.03 0.00 0.152
```
Forces are in eV/Å.

Output
spin multiplicity = 6
<S²> = 8.81
highest occupied orbital energy (spin up / spin down) = -11.0210 / -13.4011 eV
energy above the lowest of the compared OMol25 structures with the same formula, charge and spin = 3.0198 eV
charge = +2
LUMO energy (spin up / spin down) = -0.21136 / -0.33883 hartree
frontier orbital gap (spin up / spin down) = 5.270 / 4.181 eV
maximum force = 5.12 eV/Å
calculated total energy = -3002.730051 Eh